*a*
Formula: F2N2O2
Source: the Open Molecules 2025 dataset
Level of theory: ωB97M-V with the def2-TZVPD basis set

HOMO level (spin up / spin down): -0.4550 / -0.4454 Eh
Frontier orbital gap (spin up / spin down): 9.492 / 7.708 eV
Molecular weight: 98.01 Da

Each line ends with the Löwdin charge.
Cartesian coordinates (Å):
1 N -0.692 0.477 -0.042  -0.4869
2 N 0.190 -0.346 -0.709  0.1651
3 O -0.885 0.224 1.093  0.1374
4 O -1.165 1.279 -0.779  0.1378
5 F 2.434 -0.082 0.657  -0.0105
6 F 0.119 -1.552 -0.221  0.0571

---

*b*
Formula: F2N2O2
Source: the Open Molecules 2025 dataset
Level of theory: ωB97M-V with the def2-TZVPD basis set

HOMO level (spin up / spin down): -0.3902 / -0.3901 Eh
Frontier orbital gap (spin up / spin down): 9.575 / 9.573 eV
Molecular weight: 98.01 Da

Each line ends with the Löwdin charge.
Cartesian coordinates (Å):
1 N -0.502 -0.809 -0.005  -0.3049
2 N 0.681 0.658 -0.489  0.0669
3 O -1.046 -0.518 0.961  0.1639
4 O -0.460 -1.733 -0.735  0.1447
5 F -0.228 1.677 -0.316  -0.0347
6 F 1.554 0.725 0.583  -0.0358

---

The calculated energies rank the structures as follows, beginning with the most stable: *b*, *a*.

---

*a*
Formula: C6H6N2
Source: the Open Molecules 2025 dataset
Level of theory: ωB97M-V with the def2-TZVPD basis set

HOMO level: -0.3906 Eh
Structure (SMILES): C=CC(C)(C#N)C#N
Frontier orbital gap: 11.186 eV
Molecular weight: 106.13 Da

Each line ends with the Löwdin charge.
Cartesian coordinates (Å):
1 C 1.732 -0.638 -1.096  0.0493
2 C 1.176 0.073 -0.131  -0.1441
3 C -0.279 0.398 -0.066  -0.3868
4 C -0.998 -0.601 1.306  0.0886
5 C -0.530 1.747 0.367  -0.2130
6 N -0.723 2.802 0.760  0.1892
7 C -1.054 0.081 -1.231  -0.2139
8 N -1.681 -0.156 -2.157  0.1989
9 H 2.786 -0.854 -1.087  0.0633
10 H 1.163 -1.011 -1.932  0.0639
11 H 1.752 0.459 0.700  0.1186
12 H -0.156 -1.033 1.826  0.0617
13 H -1.571 0.078 1.917  0.0604
14 H -1.618 -1.346 0.824  0.0642

---

*b*
Formula: C6H6N2
Source: the Open Molecules 2025 dataset
Level of theory: ωB97M-V with the def2-TZVPD basis set

HOMO level: -0.3102 Eh
Frontier orbital gap: 7.553 eV
Molecular weight: 106.13 Da

Each line ends with the Löwdin charge.
Cartesian coordinates (Å):
1 C -0.747 -1.866 -0.285  0.0507
2 C 0.104 -0.822 -0.024  -0.3521
3 C 1.313 -1.164 0.535  -0.1372
4 C 0.515 1.558 0.576  -0.1989
5 C -0.305 0.594 -0.099  -0.2751
6 C -1.209 1.287 -1.025  0.0520
7 H -2.145 -1.775 -0.349  0.1795
8 H -0.373 -2.970 -0.440  0.0881
9 H 1.884 -2.154 0.900  0.1673
10 H 0.692 2.752 0.331  0.1726
11 H -1.053 2.426 -0.593  0.0631
12 H -2.221 1.282 -1.973  0.1697
13 N 1.930 -0.266 1.355  0.0269
14 N 1.615 1.118 1.092  -0.0067

---

The calculated energies rank the structures as follows, beginning with the most stable: *a*, *b*.

---

*a*
Formula: C6H6N2
Source: the Open Molecules 2025 dataset
Level of theory: ωB97M-V with the def2-TZVPD basis set

HOMO level (spin up / spin down): -0.2661 / -0.2656 Eh
Frontier orbital gap (spin up / spin down): 6.396 / 6.377 eV
Molecular weight: 106.13 Da

Each line ends with the Löwdin charge.
Cartesian coordinates (Å):
1 C -1.763 0.016 -0.115  -0.1137
2 C -0.828 1.000 -0.136  -0.0684
3 C -1.163 -1.232 -0.042  -0.0491
4 C 0.396 0.426 0.093  -0.1857
5 C 1.272 -1.766 0.003  0.2172
6 C 1.837 0.835 0.091  -0.3975
7 N 2.703 -0.184 -0.180  0.0532
8 N 0.228 -0.976 0.092  -0.1215
9 H -2.711 0.283 -0.493  0.0954
10 H -1.125 2.099 -0.138  0.1432
11 H -1.637 -2.274 0.070  0.1410
12 H 1.204 -2.772 -0.033  0.0400
13 H 1.917 1.841 -0.377  0.1321
14 H 2.195 1.232 1.059  0.1140

---

*b*
Formula: C6H6N2
Source: the Open Molecules 2025 dataset
Level of theory: ωB97M-V with the def2-TZVPD basis set

HOMO level: -0.2917 Eh
Frontier orbital gap: 8.409 eV
Molecular weight: 106.13 Da

Each line ends with the Löwdin charge.
Cartesian coordinates (Å):
1 C -0.333 -1.637 -0.280  -0.0585
2 C 0.337 -1.847 1.129  -0.0308
3 C 0.436 -0.556 1.612  -0.0138
4 C 0.537 0.348 0.437  -0.2046
5 C 0.307 1.743 0.057  -0.1600
6 C -0.642 0.663 -1.328  -0.2467
7 H 0.206 -1.971 -1.045  0.0613
8 H -1.484 -1.949 -0.337  0.1734
9 H 0.267 -2.725 1.706  0.0768
10 H 1.047 -0.595 2.561  0.1193
11 H 0.624 2.636 0.757  0.1333
12 H -0.939 0.017 -2.358  0.1954
13 N -0.370 1.926 -1.025  0.0833
14 N -0.141 -0.168 -0.552  -0.1284

---

The calculated energies rank the structures as follows, beginning with the most stable: *b*, *a*.